{
  "formula": "C34H27Cl5N3NaP2",
  "method": "wB97M-V/def2-TZVPD",
  "symbols": ["Na", "Cl", "C", "C", "C", "Cl", "C", "Cl", "C", "Cl", "C", "Cl", "N", "P", "C", "C", "C", "C", "C", "C", "C", "C", "C", "C", "C", "C", "P", "C", "C", "C", "C", "C", "C", "C", "C", "C", "C", "C", "C", "H", "H", "H", "H", "H", "H", "H", "H", "H", "H", "H", "H", "H", "H", "H", "H", "H", "H", "H", "H", "H", "C", "C", "N", "C", "C", "N", "H", "H", "H", "H", "H", "H"],
  "xyz": [[-0.37, -0.25, -0.41], [2.26, 0.05, 2.74], [0.50, -0.04, 3.10], [-0.37, -0.12, 2.04], [-1.68, -0.18, 2.41], [-2.91, -0.29, 1.07], [-2.17, -0.16, 3.71], [-3.85, -0.23, 4.07], [-1.23, -0.09, 4.74], [-1.76, -0.07, 6.38], [0.13, -0.03, 4.44], [1.29, 0.06, 5.72], [3.11, -0.05, -1.05], [2.19, 1.37, -0.87], [2.00, 1.98, -2.59], [2.96, 1.82, -3.59], [2.73, 2.30, -4.86], [1.53, 2.95, -5.16], [0.58, 3.12, -4.17], [0.81, 2.63, -2.89], [3.45, 2.52, -0.23], [4.36, 2.12, 0.74], [5.27, 3.03, 1.27], [5.27, 4.34, 0.84], [4.35, 4.76, -0.11], [3.45, 3.85, -0.65], [2.39, -1.53, -0.51], [3.87, -2.45, -0.03], [4.95, -2.64, -0.89], [6.07, -3.33, -0.45], [6.11, -3.84, 0.84], [5.03, -3.66, 1.70], [3.91, -2.96, 1.26], [1.92, -2.29, -2.12], [1.03, -3.36, -2.09], [0.61, -3.96, -3.27], [1.06, -3.49, -4.49], [1.93, -2.41, -4.54], [2.36, -1.82, -3.36], [4.11, 0.03, -0.95], [3.90, 1.33, -3.36], [3.47, 2.17, -5.64], [1.35, 3.33, -6.16], [-0.35, 3.64, -4.39], [0.05, 2.75, -2.12], [4.36, 1.10, 1.11], [5.97, 2.70, 2.02], [5.98, 5.05, 1.26], [4.34, 5.79, -0.45], [2.75, 4.19, -1.40], [4.91, -2.27, -1.90], [6.91, -3.48, -1.12], [6.98, -4.38, 1.18], [5.07, -4.05, 2.70], [3.08, -2.79, 1.94], [0.66, -3.73, -1.14], [-0.08, -4.80, -3.23], [0.72, -3.95, -5.41], [2.27, -2.02, -5.49], [3.03, -0.96, -3.38], [-3.02, 2.19, -1.78], [-2.40, 1.20, -2.70], [-1.71, 0.14, -2.34], [-1.33, -0.49, -3.51], [-1.81, 0.20, -4.58], [-2.49, 1.27, -4.05], [-2.71, 1.98, -0.76], [-4.11, 2.14, -1.81], [-2.72, 3.21, -2.04], [-0.73, -1.38, -3.52], [-1.73, 0.04, -5.64], [-2.97, 1.99, -4.57]],
  "lowdin_charge": [0.159, 0.597, -0.667, -0.197, -0.657, 0.593, -0.720, 0.654, -0.711, 0.659, -0.716, 0.651, -0.409, 0.978, -0.383, -0.098, -0.077, -0.084, -0.090, -0.121, -0.351, -0.119, -0.078, -0.087, -0.082, -0.090, 0.964, -0.370, -0.091, -0.081, -0.083, -0.076, -0.106, -0.370, -0.112, -0.091, -0.095, -0.083, -0.101, 0.056, 0.104, 0.104, 0.102, 0.099, 0.092, 0.067, 0.106, 0.102, 0.103, 0.099, 0.101, 0.103, 0.104, 0.106, 0.083, 0.105, 0.105, 0.103, 0.104, 0.075, -0.009, -0.410, 0.068, -0.119, -0.084, 0.101, 0.051, 0.087, 0.080, 0.085, 0.110, 0.156],
  "de_lowest_ev": 0.0000,
  "total_charge": 0,
  "homo_energy_ev": -7.7
}

{
  "formula": "C32H10Cl5F15GeN4S2Sr",
  "method": "wB97M-V/def2-TZVPD",
  "symbols": ["Sr", "C", "C", "N", "N", "C", "N", "S", "C", "C", "C", "C", "C", "N", "H", "H", "H", "H", "H", "H", "H", "H", "H", "H", "Cl", "C", "C", "C", "Cl", "C", "Cl", "C", "Cl", "C", "Cl", "F", "C", "C", "C", "F", "C", "F", "C", "F", "C", "F", "Ge", "S", "C", "C", "F", "C", "F", "C", "F", "C", "F", "C", "F", "C", "C", "F", "C", "F", "C", "F", "C", "F", "C", "F"],
  "xyz": [[-1.40, 0.14, 2.31], [1.23, -3.11, 0.98], [0.08, -2.71, 1.85], [0.17, -1.93, 2.87], [1.37, -1.43, 3.23], [1.40, -0.40, 4.12], [2.63, 0.08, 4.39], [0.03, 0.25, 4.86], [-1.30, -3.21, 1.60], [-1.52, -4.48, 1.10], [-2.83, -4.94, 1.00], [-3.86, -4.11, 1.40], [-3.55, -2.84, 1.86], [-2.30, -2.39, 1.96], [1.81, -2.22, 0.72], [0.88, -3.55, 0.05], [1.88, -3.82, 1.49], [2.17, -1.57, 2.62], [3.41, -0.16, 3.80], [2.67, 0.94, 4.90], [-0.69, -5.11, 0.80], [-3.03, -5.93, 0.63], [-4.89, -4.42, 1.34], [-4.32, -2.13, 2.13], [-4.24, 1.07, 4.53], [-4.84, 1.02, 2.87], [-3.94, 0.70, 1.88], [-4.45, 0.67, 0.61], [-3.31, 0.23, -0.68], [-5.77, 0.93, 0.28], [-6.33, 0.86, -1.35], [-6.65, 1.26, 1.31], [-8.30, 1.60, 0.97], [-6.19, 1.30, 2.63], [-7.27, 1.69, 3.91], [3.97, 3.27, -2.03], [2.79, 3.86, -1.81], [1.70, 3.11, -1.39], [0.50, 3.79, -1.26], [-0.60, 3.12, -0.89], [0.38, 5.15, -1.49], [-0.79, 5.77, -1.34], [1.50, 5.87, -1.88], [1.40, 7.17, -2.12], [2.71, 5.22, -2.05], [3.78, 5.90, -2.46], [1.70, 1.20, -0.94], [1.03, 0.89, 1.07], [3.51, 0.43, -1.10], [4.50, 0.89, -0.25], [4.24, 1.89, 0.59], [5.77, 0.34, -0.21], [6.69, 0.81, 0.63], [6.08, -0.72, -1.05], [7.29, -1.26, -1.02], [5.11, -1.21, -1.90], [5.40, -2.24, -2.71], [3.85, -0.63, -1.91], [2.95, -1.17, -2.76], [0.57, 0.35, -2.32], [-0.28, -0.71, -2.06], [-0.34, -1.29, -0.84], [-1.09, -1.28, -3.04], [-1.89, -2.31, -2.75], [-1.06, -0.78, -4.33], [-1.82, -1.31, -5.27], [-0.20, 0.27, -4.63], [-0.14, 0.74, -5.87], [0.60, 0.80, -3.63], [1.44, 1.78, -3.98]],
  "nbo_charge": [1.755, -0.711, 0.233, -0.284, -0.443, 0.328, -0.759, -0.310, 0.240, -0.251, -0.145, -0.239, 0.068, -0.518, 0.250, 0.251, 0.240, 0.395, 0.398, 0.427, 0.225, 0.228, 0.234, 0.221, -0.043, -0.055, -0.581, 0.051, -0.069, -0.147, 0.044, -0.087, 0.050, -0.107, 0.045, -0.315, 0.413, -0.572, 0.408, -0.306, 0.247, -0.282, 0.300, -0.279, 0.245, -0.284, 1.422, -1.049, -0.567, 0.413, -0.305, 0.240, -0.286, 0.297, -0.279, 0.241, -0.285, 0.404, -0.316, -0.563, 0.408, -0.336, 0.250, -0.288, 0.301, -0.277, 0.251, -0.281, 0.408, -0.310],
  "de_lowest_ev": 0.0000,
  "total_charge": 0,
  "homo_energy_ev": -8.8
}

{
  "formula": "C49H55Cl4CsI2N6O2",
  "method": "wB97M-V/def2-TZVPD",
  "symbols": ["Cs", "N", "C", "C", "N", "H", "H", "H", "H", "H", "H", "H", "H", "Cl", "C", "C", "Cl", "C", "Cl", "C", "O", "C", "O", "C", "Cl", "C", "C", "C", "C", "C", "C", "C", "C", "C", "C", "C", "C", "N", "C", "C", "C", "C", "C", "C", "C", "N", "C", "C", "C", "C", "C", "C", "C", "C", "C", "C", "C", "C", "H", "H", "H", "H", "H", "H", "H", "H", "H", "H", "H", "H", "H", "H", "H", "H", "H", "H", "H", "H", "H", "H", "H", "H", "H", "H", "H", "H", "H", "H", "H", "H", "H", "H", "H", "H", "H", "H", "H", "C", "C", "C", "C", "N", "C", "C", "C", "C", "C", "C", "N", "H", "H", "H", "H", "H", "H", "H", "H", "I", "I"],
  "xyz": [[-0.79, 1.49, -0.56], [0.57, -0.78, -2.45], [1.68, 0.04, -2.95], [2.32, 0.79, -1.80], [3.42, 1.64, -2.27], [0.94, -1.50, -1.83], [0.10, -1.26, -3.21], [1.27, 0.77, -3.66], [2.46, -0.52, -3.47], [2.72, 0.07, -1.08], [1.54, 1.36, -1.29], [3.05, 2.37, -2.87], [3.87, 2.10, -1.49], [4.02, 6.80, 0.03], [2.77, 5.77, -0.55], [2.52, 5.72, -1.97], [3.49, 6.68, -3.01], [1.53, 4.93, -2.47], [1.21, 4.82, -4.16], [0.68, 4.12, -1.62], [-0.23, 3.40, -2.05], [0.96, 4.15, -0.15], [0.29, 3.43, 0.60], [2.03, 5.01, 0.31], [2.30, 5.03, 2.01], [0.87, -3.66, 5.30], [0.66, -4.01, 3.82], [1.34, -5.34, 3.50], [-0.80, -4.02, 3.40], [-1.81, -4.44, 4.26], [-3.14, -4.40, 3.87], [-3.47, -3.89, 2.62], [-2.49, -3.46, 1.73], [-2.85, -2.78, 0.42], [-4.17, -2.01, 0.51], [-2.93, -3.76, -0.76], [-1.15, -3.58, 2.12], [-0.10, -3.10, 1.30], [0.34, -3.86, 0.38], [1.48, -3.59, -0.51], [1.43, -4.19, -1.77], [2.41, -3.98, -2.72], [3.49, -3.16, -2.38], [3.58, -2.58, -1.13], [2.59, -2.78, -0.12], [2.61, -2.21, 1.07], [3.33, -2.26, 2.19], [4.36, -3.19, 2.50], [4.96, -3.17, 3.76], [4.62, -2.25, 4.74], [3.61, -1.33, 4.44], [2.97, -1.32, 3.22], [1.88, -0.33, 2.91], [2.48, 0.96, 2.36], [0.95, -0.02, 4.08], [4.75, -4.27, 1.52], [6.27, -4.50, 1.44], [4.03, -5.59, 1.81], [1.92, -3.46, 5.48], [0.55, -4.48, 5.96], [0.30, -2.77, 5.58], [1.16, -3.24, 3.23], [0.87, -6.16, 4.06], [2.40, -5.31, 3.75], [1.25, -5.58, 2.44], [-1.55, -4.79, 5.25], [-3.92, -4.72, 4.54], [-4.51, -3.79, 2.34], [-2.03, -2.08, 0.22], [-5.02, -2.69, 0.47], [-4.26, -1.35, -0.34], [-4.24, -1.42, 1.43], [-3.65, -4.55, -0.54], [-1.96, -4.22, -0.97], [-3.26, -3.23, -1.65], [-0.13, -4.84, 0.22], [0.58, -4.82, -2.00], [2.34, -4.44, -3.70], [4.26, -2.95, -3.11], [4.42, -1.95, -0.88], [5.72, -3.91, 3.98], [5.11, -2.26, 5.70], [3.32, -0.61, 5.19], [1.28, -0.79, 2.12], [3.05, 1.47, 3.15], [1.72, 1.65, 2.00], [3.17, 0.76, 1.53], [1.47, 0.48, 4.90], [0.49, -0.93, 4.47], [0.15, 0.65, 3.76], [4.43, -3.96, 0.52], [6.65, -4.99, 2.34], [6.80, -3.55, 1.32], [6.51, -5.14, 0.59], [4.26, -5.93, 2.82], [4.32, -6.38, 1.11], [2.95, -5.46, 1.74], [-2.85, 5.13, 0.23], [-3.00, 5.34, 1.59], [-3.20, 4.25, 2.42], [-3.22, 2.98, 1.86], [-3.10, 2.78, 0.55], [-2.90, 3.83, -0.24], [-3.32, 1.76, 2.72], [-4.19, 1.69, 3.80], [-4.20, 0.54, 4.57], [-3.34, -0.50, 4.25], [-2.51, -0.34, 3.15], [-2.50, 0.76, 2.39], [-2.67, 5.95, -0.46], [-2.94, 6.34, 2.01], [-3.28, 4.38, 3.49], [-2.77, 3.62, -1.30], [-4.86, 2.52, 4.01], [-4.88, 0.45, 5.40], [-3.31, -1.42, 4.81], [-1.82, -1.12, 2.86], [-3.53, -0.15, -3.14], [-6.07, -2.11, -3.43]],
  "lowdin_charge": [1.248, -0.013, -0.284, -0.322, 0.018, 0.045, 0.065, 0.113, 0.101, 0.101, -0.028, 0.051, 0.061, 0.648, -0.709, -0.711, 0.649, -0.635, 0.709, -0.436, -0.286, -0.427, -0.271, -0.618, 0.714, -0.069, -0.352, -0.054, -0.137, -0.052, -0.104, -0.052, -0.151, -0.359, -0.080, -0.050, -0.185, 0.140, -0.104, -0.153, -0.078, -0.124, -0.116, -0.061, -0.291, 0.120, -0.200, -0.140, -0.085, -0.134, -0.079, -0.161, -0.374, -0.053, -0.063, -0.369, -0.083, -0.066, 0.070, 0.067, 0.068, 0.110, 0.084, 0.062, 0.062, 0.099, 0.089, 0.105, 0.126, 0.076, 0.011, 0.064, 0.085, 0.053, 0.032, 0.130, 0.104, 0.083, 0.096, 0.116, 0.094, 0.074, 0.098, 0.112, 0.080, 0.052, 0.076, 0.068, 0.058, 0.065, 0.097, 0.061, 0.078, 0.069, 0.077, 0.076, 0.040, -0.054, -0.063, -0.016, -0.231, 0.007, -0.191, -0.223, -0.026, -0.068, -0.045, -0.129, 0.132, 0.106, 0.103, 0.109, 0.101, 0.107, 0.101, 0.102, 0.107, -0.259, -0.402],
  "de_lowest_ev": 1.4933,
  "total_charge": -2,
  "homo_energy_ev": [-1.9, -1.9]
}

{
  "formula": "C13H31F3N3O7PSi",
  "method": "wB97M-V/def2-TZVPD",
  "symbols": ["C", "C", "P", "C", "C", "Si", "C", "C", "C", "C", "O", "C", "C", "F", "F", "F", "H", "H", "H", "H", "H", "H", "H", "H", "H", "H", "H", "H", "H", "H", "H", "H", "H", "H", "H", "H", "H", "H", "C", "N", "O", "O", "H", "H", "H", "C", "N", "O", "O", "H", "H", "H", "C", "N", "O", "O", "H", "H", "H"],
  "xyz": [[-3.84, 5.12, 0.15], [-4.64, 3.94, 0.73], [-4.09, 2.20, 0.35], [-3.09, 2.30, -1.21], [-3.16, 0.97, -1.97], [-2.56, 1.86, 1.92], [-0.78, 2.35, 1.54], [0.13, 1.24, 0.98], [1.10, 1.75, -0.09], [2.38, 0.92, -0.13], [2.14, -0.47, -0.27], [1.41, -0.84, -1.42], [-2.63, -0.04, 2.34], [-2.95, -0.82, 1.28], [-3.56, -0.28, 3.30], [-1.45, -0.53, 2.82], [-3.07, 4.81, -0.55], [-4.50, 5.81, -0.39], [-3.35, 5.70, 0.93], [-5.69, 3.98, 0.43], [-4.64, 4.01, 1.82], [-3.47, 3.12, -1.81], [-2.04, 2.54, -0.98], [-2.58, 1.03, -2.90], [-2.74, 0.16, -1.37], [-4.19, 0.72, -2.21], [-3.06, 2.52, 3.15], [-0.82, 3.18, 0.83], [-0.37, 2.77, 2.46], [0.70, 0.79, 1.79], [-0.47, 0.43, 0.56], [1.38, 2.79, 0.11], [0.62, 1.74, -1.07], [3.05, 1.26, -0.93], [2.91, 1.03, 0.82], [1.88, -1.72, -1.86], [1.40, -0.05, -2.17], [0.38, -1.09, -1.16], [-0.89, -1.87, -5.53], [-1.14, -0.62, -4.76], [-1.72, 0.29, -5.31], [-0.73, -0.59, -3.61], [-1.30, -1.74, -6.52], [0.19, -2.02, -5.55], [-1.36, -2.68, -4.98], [2.85, -2.30, 2.50], [3.93, -1.92, 3.45], [4.75, -1.09, 3.09], [3.93, -2.46, 4.53], [2.99, -1.75, 1.57], [2.94, -3.37, 2.34], [1.91, -2.06, 2.98], [5.60, -6.20, 1.96], [5.20, -5.45, 0.74], [5.79, -5.68, -0.30], [4.30, -4.64, 0.87], [6.41, -6.87, 1.69], [5.91, -5.47, 2.70], [4.72, -6.73, 2.31]],
  "nbo_charge": [-0.622, -0.688, 0.371, -0.687, -0.614, 0.949, -0.874, -0.397, -0.435, -0.053, -0.561, -0.256, 0.676, -0.345, -0.340, -0.351, 0.206, 0.215, 0.212, 0.228, 0.232, 0.228, 0.209, 0.224, 0.208, 0.209, -0.153, 0.235, 0.246, 0.215, 0.201, 0.208, 0.205, 0.169, 0.189, 0.188, 0.176, 0.179, -0.484, 0.538, -0.368, -0.389, 0.232, 0.237, 0.238, -0.496, 0.536, -0.379, -0.396, 0.254, 0.244, 0.230, -0.486, 0.539, -0.361, -0.398, 0.231, 0.241, 0.236],
  "smiles": "CCP(CC)[Si@H](CCCCOC)C(F)(F)F.C[N+](=O)[O-].C[N+](=O)[O-].C[N+](=O)[O-]",
  "total_charge": 0,
  "homo_energy_ev": -8.4
}